# 1
{"formula": "C4H8N2O", "method": "ωB97M-V with the def2-TZVPD basis set", "homo_lumo_gap_ev": 9.2, "molar_mass_da": 100.12, "de_lowest_kcal_mol": 126.9, "largest_force_ev_per_a": 1.0, "e_lumo_ha": 0.0327, "species": ["C", "C", "O", "C", "N", "C", "N", "H", "H", "H", "H", "H", "H", "H", "H"], "xyz": [[-0.01409, -1.87425, 0.05445], [0.30255, -0.39805, 0.14902], [1.60767, -0.26546, 0.64699], [0.01142, 0.51229, -1.04921], [-0.28882, 1.76088, -0.34842], [-0.62890, 0.39786, 1.06867], [-1.14171, 0.88191, 2.04023], [0.09815, -2.34598, 1.03433], [0.69660, -2.33780, -0.63556], [-1.03133, -2.03583, -0.31216], [1.83811, 0.67616, 0.60210], [-0.84148, 0.09237, -1.60672], [0.87181, 0.56146, -1.73249], [-0.84129, 1.71057, 1.14429], [-1.02093, 2.26881, -0.84247]], "atomic_forces_ev_per_a": [[-0.037, -0.037, -0.001], [-0.255, -0.151, -0.144], [0.089, 0.241, 0.012], [0.089, -0.201, -0.150], [-0.167, 0.248, -0.131], [-0.235, 0.025, 0.930], [0.341, -0.475, -0.602], [-0.009, 0.044, -0.137], [-0.104, 0.076, 0.078], [0.140, 0.029, 0.063], [0.016, -0.139, -0.002], [0.132, 0.087, 0.090], [-0.080, -0.016, 0.157], [-0.020, 0.293, -0.248], [0.099, -0.024, 0.085]], "nbo_charge": [-0.6201, 0.1753, -0.6822, -0.2431, -0.9691, 0.3962, -0.4715, 0.2318, 0.2357, 0.2212, 0.4878, 0.1768, 0.1939, 0.5090, 0.3582]}

# 2
{"formula": "C4H8N2O", "method": "ωB97M-V with the def2-TZVPD basis set", "homo_lumo_gap_ev": 8.8, "molar_mass_da": 100.12, "smiles": "Cc1cnc[nH]1.O", "de_lowest_kcal_mol": 31.8, "largest_force_ev_per_a": 3.6, "e_lumo_ha": 0.0190, "species": ["C", "C", "C", "N", "C", "N", "H", "H", "H", "H", "H", "H", "O", "H", "H"], "xyz": [[0.00000, 0.00000, 0.00000], [-0.10311, 1.32579, 0.61262], [-0.87069, 2.40056, 0.30685], [-0.64579, 3.39878, 1.20349], [0.13499, 2.80476, 2.12601], [0.39236, 1.52956, 1.86268], [-0.19048, -0.81919, 0.71362], [1.03176, -0.09557, -0.37809], [-0.69673, -0.10369, -0.84877], [-1.36081, 2.65828, -0.63201], [0.34828, 3.26897, 3.08888], [1.00623, 0.89975, 2.38520], [2.45281, 3.43713, 4.35892], [3.12437, 3.01203, 4.93906], [1.63670, 3.47079, 4.90762]], "atomic_forces_ev_per_a": [[0.483, -0.755, -0.865], [-1.696, -1.822, -0.060], [0.925, 1.066, -1.384], [0.964, -0.850, 2.053], [-1.728, 2.926, 1.042], [1.172, -0.310, -0.266], [0.036, 0.288, -0.254], [-0.337, -0.424, -0.077], [0.356, 0.031, 0.368], [-0.045, -0.515, 0.316], [0.255, -0.178, -0.586], [-0.451, 0.575, -0.408], [-0.142, -0.522, 1.144], [-0.724, 0.489, -0.562], [0.932, 0.003, -0.461]], "nbo_charge": [-0.6366, 0.0736, -0.1025, -0.4583, 0.1622, -0.5150, 0.2123, 0.2139, 0.2326, 0.2053, 0.1878, 0.4223, -0.9407, 0.4735, 0.4697]}